This record from the Open Molecules 2025 dataset describes C16H19BrIMgN3OS as an isolated structure. The level of theory is ωB97M-V with the def2-TZVPD basis set.

XYZ file:
```
43
Properties=species:S:1:pos:R:3:forces:R:3
Mg 0.315 1.218 -0.413 -0.5 0.1 0.2
O 0.178 2.943 0.752 0.3 -0.1 0.0
C 1.358 3.734 0.481 0.3 0.1 -0.1
C 1.743 3.618 -0.977 -0.1 0.1 -0.1
C 2.252 4.684 -1.694 0.1 0.0 0.1
C 2.606 4.491 -3.023 -0.1 -0.1 0.1
C 2.433 3.237 -3.592 0.1 0.0 0.0
C 1.903 2.224 -2.819 0.0 0.1 0.0
N 1.563 2.407 -1.534 0.1 0.0 0.0
H -0.606 3.504 0.727 -0.1 -0.1 -0.1
H 2.158 3.331 1.106 -0.1 0.0 0.0
H 1.209 4.775 0.758 -0.1 0.0 0.1
H 2.373 5.650 -1.222 0.0 0.0 0.0
H 3.000 5.313 -3.605 0.0 0.0 0.0
H 2.704 3.048 -4.621 0.0 0.0 0.0
H 1.737 1.236 -3.230 0.0 0.0 0.0
Br -0.774 -3.630 3.000 0.1 -0.1 0.0
C 1.004 -3.545 2.370 -0.2 0.1 0.0
C 1.805 -4.676 2.442 0.0 0.0 0.0
C 3.100 -4.644 1.950 0.0 0.0 0.0
C 3.610 -3.486 1.383 0.0 0.0 0.0
C 2.828 -2.343 1.323 0.1 0.1 0.0
C 1.539 -2.388 1.820 -0.2 0.2 -0.2
I 0.361 -0.606 1.808 0.2 -0.1 0.0
H 1.404 -5.577 2.885 0.0 0.0 0.0
H 3.711 -5.534 2.013 0.0 0.0 0.0
H 4.618 -3.460 0.993 0.0 0.0 0.0
H 3.233 -1.430 0.907 0.0 0.0 0.0
S -1.852 1.428 -1.447 0.2 -0.1 0.0
C -2.785 0.158 -0.713 -0.1 0.0 -0.1
N -3.764 0.473 0.118 0.0 -0.2 0.1
C -4.614 -0.518 0.791 -0.1 -0.2 0.1
C -3.844 -1.823 0.905 0.0 0.1 -0.1
C -3.341 -2.222 -0.472 -0.1 -0.1 0.1
N -2.550 -1.111 -1.017 -0.2 -0.1 0.2
H -3.946 1.451 0.268 0.1 0.1 0.0
H -5.538 -0.657 0.227 0.0 0.0 0.0
H -4.875 -0.132 1.774 0.0 0.1 0.0
H -4.480 -2.603 1.319 0.0 0.0 0.0
H -2.993 -1.692 1.577 0.0 0.0 0.0
H -4.174 -2.446 -1.141 0.0 0.0 0.0
H -2.705 -3.104 -0.414 0.1 0.0 0.0
H -1.905 -1.296 -1.765 0.1 0.1 0.0
```
Forces are in eV/Å.

Computed properties:
Kohn-Sham gap	8.489	eV
charge	+2
multiplicity	1
energy	-4330.19565	Eh
HOMO energy	-14.43	eV
ΔE to the lowest compared entry with this formula, charge and spin	1.6	kJ/mol

The Mulliken scheme yields these atomic charges, measured in e: number 1, Mg, carries 0.680; number 2, O, carries -0.411; number 3, C, carries -0.659; number 4, C, carries 0.991; number 5, C, carries -0.894; number 6, C, carries -0.249; number 7, C, carries -0.714; number 8, C, carries 0.015; number 9, N, carries -0.102; number 10, H, carries 0.309; number 11, H, carries 0.258; number 12, H, carries 0.439; number 13, H, carries 0.415; number 14, H, carries 0.444; number 15, H, carries 0.416; number 16, H, carries 0.427; number 17, Br, carries -0.147; number 18, C, carries 0.086; number 19, C, carries -0.364; number 20, C, carries -0.598; number 21, C, carries -0.575; number 22, C, carries -0.464; number 23, C, carries 0.541; number 24, I, carries 0.239; number 25, H, carries 0.421; number 26, H, carries 0.397; number 27, H, carries 0.396; number 28, H, carries 0.361; number 29, S, carries -0.551; number 30, C, carries 0.250; number 31, N, carries -0.107; number 32, C, carries -0.618; number 33, C, carries -0.332; number 34, C, carries -0.628; number 35, N, carries -0.008; number 36, H, carries 0.230; number 37, H, carries 0.306; number 38, H, carries 0.396; number 39, H, carries 0.368; number 40, H, carries 0.075; number 41, H, carries 0.302; number 42, H, carries 0.404; number 43, H, carries 0.254



This record from the Open Molecules 2025 dataset describes a 2-piece molecular cluster, C11H15N overall. The level of theory is ωB97M-V with the def2-TZVPD basis set.

XYZ file:
```
27
Properties=species:S:1:pos:R:3:forces:R:3
C 2.347 2.893 -0.568 -0.4 0.2 0.3
C 0.516 -0.310 -0.779 -0.7 0.2 0.0
C 0.806 0.966 -1.312 -0.1 -0.7 1.0
C 1.730 1.556 -0.410 -0.3 0.7 -1.1
C 1.905 0.645 0.652 1.1 -0.8 0.7
C -1.174 -0.649 -2.414 0.2 0.1 -0.5
C -0.406 -1.142 -1.344 -0.4 -0.6 0.1
C -0.963 0.623 -2.934 0.1 0.1 0.7
C 0.038 1.414 -2.389 0.3 0.6 -1.1
N 1.196 -0.457 0.452 -0.7 0.1 -1.2
H -1.914 -1.265 -2.907 0.0 -0.2 0.3
H -0.584 -2.157 -0.988 0.0 0.3 0.1
H -1.610 1.025 -3.702 0.2 -0.1 -0.1
H 0.265 2.348 -2.894 -0.1 0.1 0.4
H 0.836 -1.163 1.082 0.8 0.0 0.4
H 2.669 0.671 1.421 -0.5 0.3 0.3
H 1.860 3.454 -1.366 0.1 -0.1 0.0
H 3.405 2.835 -0.778 0.4 -0.1 -0.1
H 2.246 3.486 0.342 0.0 0.0 0.1
C -1.667 -1.093 2.583 0.5 0.2 -0.4
C -1.609 -2.618 2.624 0.0 0.2 0.0
H -2.134 -0.636 3.441 -0.3 -0.1 0.4
H -0.673 -0.623 2.563 -0.1 -0.2 -0.1
H -2.211 -0.744 1.714 -0.2 0.2 -0.2
H -0.692 -2.947 3.109 -0.1 -0.3 0.0
H -2.461 -3.012 3.149 -0.2 -0.1 0.6
H -1.721 -3.099 1.654 0.5 0.2 -0.3
```
Forces are in eV/Å.

Computed properties:
Kohn-Sham gap (alpha / beta)	9.275 / 6.599	eV
charge	+1
multiplicity	2
energy	-482.62593	Eh
HOMO energy (alpha / beta)	-13.02 / -13.54	eV
ΔE to the lowest compared entry with this formula, charge and spin	27.6	kJ/mol

The Mulliken scheme yields these atomic charges, measured in e: number 1, C, carries -1.268; number 2, C, carries 0.056; number 3, C, carries 0.897; number 4, C, carries 0.750; number 5, C, carries -0.539; number 6, C, carries -0.398; number 7, C, carries -0.605; number 8, C, carries -0.751; number 9, C, carries -0.403; number 10, N, carries 0.019; number 11, H, carries 0.417; number 12, H, carries 0.415; number 13, H, carries 0.421; number 14, H, carries 0.323; number 15, H, carries 0.215; number 16, H, carries 0.415; number 17, H, carries 0.315; number 18, H, carries 0.341; number 19, H, carries 0.369; number 20, C, carries -0.664; number 21, C, carries -0.910; number 22, H, carries 0.356; number 23, H, carries 0.079; number 24, H, carries 0.247; number 25, H, carries 0.294; number 26, H, carries 0.354; number 27, H, carries 0.257



This record from the Open Molecules 2025 dataset describes C4H9N3S in the gas phase. The level of theory is ωB97M-V with the def2-TZVPD basis set.

XYZ file:
```
17
Properties=species:S:1:pos:R:3:forces:R:3
H 1.972 0.189 -1.354 0.6 -0.4 -0.3
N 1.223 0.583 -1.909 0.4 0.4 0.3
C 0.146 0.314 -1.320 -0.9 1.4 -0.7
C -1.123 0.992 -1.866 -0.2 0.2 0.7
N 0.042 -0.533 -0.201 0.6 -0.6 0.5
C -1.145 -0.732 0.437 -2.0 -0.1 2.0
N -1.275 -1.255 1.618 1.5 0.7 -1.9
H -2.196 -1.241 2.013 -0.6 0.0 -0.5
S 1.419 -1.295 0.469 0.1 -0.5 -0.7
C 1.731 -0.256 1.845 1.2 1.3 0.8
H -1.717 1.591 -1.140 0.6 -0.6 0.0
H -0.873 1.729 -2.647 0.2 -0.9 0.1
H -1.781 0.194 -2.195 -0.3 0.1 -0.6
H -1.956 -0.305 -0.170 -0.1 -0.3 0.5
H 1.812 0.791 1.549 -0.1 0.0 -0.3
H 2.744 -0.459 2.261 -0.7 -0.4 -0.3
H 0.978 -0.307 2.610 -0.3 -0.4 0.3
```
Forces are in eV/Å.

Computed properties:
Kohn-Sham gap	9.915	eV
multiplicity	1
SMILES	[H]/N=C(/C)N(/C=N/[H])SC
energy	-720.23175	Eh
HOMO energy	-9.13	eV
ΔE to the lowest compared entry with this formula, charge and spin	109.2	kJ/mol

The Mulliken scheme yields these atomic charges, measured in e: number 1, H, carries 0.234; number 2, N, carries -0.657; number 3, C, carries 0.932; number 4, C, carries -1.364; number 5, N, carries -0.163; number 6, C, carries 0.121; number 7, N, carries -0.635; number 8, H, carries 0.223; number 9, S, carries -0.124; number 10, C, carries -0.812; number 11, H, carries 0.358; number 12, H, carries 0.278; number 13, H, carries 0.375; number 14, H, carries 0.331; number 15, H, carries 0.282; number 16, H, carries 0.331; number 17, H, carries 0.289



This record from the Open Molecules 2025 dataset describes a 2-piece molecular cluster, C3HO3 overall. The level of theory is ωB97M-V with the def2-TZVPD basis set.

XYZ file:
```
7
Properties=species:S:1:pos:R:3:forces:R:3
C -0.568 0.381 -1.156 3.4 -0.5 2.3
C 1.139 0.159 0.042 -2.3 0.7 -2.9
C 0.542 -0.557 1.099 0.4 -3.1 -0.5
O 0.301 -1.661 1.600 -0.2 1.9 0.0
O 0.520 0.707 1.371 -0.7 1.2 2.0
O -0.574 -0.101 -2.237 -0.7 0.1 -0.7
H -1.360 1.072 -0.721 0.1 -0.2 -0.2
```
Forces are in eV/Å.

Computed properties:
Kohn-Sham gap	7.330	eV
charge	-1
multiplicity	1
energy	-340.53085	Eh
HOMO energy	-3.04	eV
ΔE to the lowest compared entry with this formula, charge and spin	398.2	kJ/mol

The Mulliken scheme yields these atomic charges, measured in e: number 1, C, carries 0.038; number 2, C, carries -0.628; number 3, C, carries 0.899; number 4, O, carries -0.694; number 5, O, carries -0.352; number 6, O, carries -0.463; number 7, H, carries 0.199